A 11-piece molecular cluster, C20H60O24S overall in a non-equilibrium geometry, computed with wB97M-V/def2-TZVPD.

Computed properties:
Frontier orbital gap (eV): 8.6
Relative energy (zero: lowest compared OMol25 entry of this formula, charge and spin) (kJ/mol): 353.8
DFT total energy (eV): -81674.8420
Multiplicity: 1
Total charge: -2
Maximum force (eV/A): 14.3
LUMO level (Eh): 0.1539

Each atom is followed by the atoms it is bonded to, with distances in Å.
Cartesian coordinates (Å):
1 S -0.164 -0.247 -0.197  O2 1.499, O3 1.446, O4 1.412, O5 1.490
2 O -0.490 -1.703 -0.345  S1 1.499
3 O -0.403 0.143 1.175  S1 1.446
4 O 1.192 0.023 -0.484  S1 1.412
5 O -1.087 0.539 -1.063  S1 1.490
6 C -2.504 -3.856 -2.226  C7 1.533, O9 1.470, H10 1.100, H11 1.091
7 C -1.467 -4.980 -2.126  C6 1.533, O8 1.420, H12 1.162, H13 1.038
8 O -0.256 -4.377 -1.694  C7 1.420, H14 0.992
9 O -2.570 -3.399 -0.830  C6 1.470, H15 0.961
10 H -3.567 -4.038 -2.445  C6 1.100
11 H -2.292 -3.013 -2.886  C6 1.091
12 H -1.235 -5.369 -3.196  C7 1.162
13 H -1.855 -5.833 -1.679  C7 1.038
14 H -0.528 -3.539 -1.238  O8 0.992
15 H -1.863 -2.771 -0.660  O9 0.961
16 C 2.310 2.763 -1.742  C17 1.479, O19 1.421, H20 1.092, H21 1.039
17 C 2.617 4.194 -1.530  C16 1.479, O18 1.409, H22 1.060, H23 0.980
18 O 2.352 4.823 -2.763  C17 1.409, H24 0.870
19 O 2.895 2.017 -0.683  C16 1.421, H25 0.904
20 H 2.756 2.200 -2.564  C16 1.092
21 H 1.312 2.490 -1.648  C16 1.039
22 H 3.573 4.410 -1.125  C17 1.060
23 H 1.888 4.510 -0.956  C17 0.980
24 H 1.549 5.122 -2.615  O18 0.870
25 H 2.300 1.337 -0.678  O19 0.904
26 C 1.782 -4.126 0.957  C27 1.454, O29 1.379, H30 1.004, H31 1.138
27 C 2.364 -4.626 2.192  C26 1.454, O28 1.521, H32 1.000, H33 0.942
28 O 3.824 -4.904 1.869  C27 1.521, H34 0.933
29 O 0.408 -4.062 1.056  C26 1.379, H35 1.012
30 H 1.818 -4.544 0.045  C26 1.004
31 H 2.227 -3.121 0.661  C26 1.138
32 H 2.013 -5.354 2.781  C27 1.000
33 H 2.322 -3.910 2.802  C27 0.942
34 H 3.976 -3.988 1.778  O28 0.933
35 H 0.031 -3.323 0.476  O29 1.012
36 C -3.659 -0.592 1.590  C37 1.535, O39 1.421, H40 1.095, H41 1.157
37 C -3.992 -0.434 0.100  C36 1.535, O38 1.426, H42 1.115, H43 1.153
38 O -4.820 -1.397 -0.548  C37 1.426, H44 1.016
39 O -2.689 0.329 2.069  C36 1.421, H45 0.820
40 H -3.338 -1.616 1.808  C36 1.095
41 H -4.653 -0.828 2.134  C36 1.157
42 H -2.995 -0.637 -0.355  C37 1.115
43 H -4.260 0.627 -0.262  C37 1.153
44 H -4.099 -2.097 -0.699  O38 1.016
45 H -1.998 0.097 1.694  O39 0.820
46 C -1.447 4.322 -0.345  C47 1.596, O49 1.438, H50 1.175, H51 1.136
47 C -2.589 3.210 -0.272  C46 1.596, O48 1.403, H52 1.166, H53 0.918
48 O -2.606 2.590 -1.530  C47 1.403, H54 1.070
49 O -1.347 4.981 0.929  C46 1.438, H55 1.050
50 H -1.739 5.119 -1.157  C46 1.175
51 H -0.463 3.820 -0.611  C46 1.136
52 H -3.655 3.674 -0.186  C47 1.166
53 H -2.590 2.551 0.367  C47 0.918
54 H -1.976 1.726 -1.484  O48 1.070
55 H -0.946 4.213 1.522  O49 1.050
56 C -1.075 1.422 -4.344  C57 1.550, O59 1.431, H60 0.914, H61 1.056
57 C -0.654 1.173 -5.815  C56 1.550, O58 1.452, H62 1.033, H63 1.021
58 O -0.373 2.495 -6.346  C57 1.452, H64 1.064
59 O -1.326 0.191 -3.658  C56 1.431, H65 1.010
60 H -1.914 1.753 -4.196  C56 0.914
61 H -0.435 1.803 -3.595  C56 1.056
62 H -1.341 0.717 -6.437  C57 1.033
63 H 0.209 0.657 -5.638  C57 1.021
64 H -1.248 3.064 -6.555  O58 1.064
65 H -1.237 0.340 -2.663  O59 1.010
66 C 1.175 -1.790 -3.669  C67 1.606, O69 1.434, H70 1.119, H71 1.148
67 C 2.110 -0.485 -3.643  C66 1.606, O68 1.355, H72 1.218, H73 1.088
68 O 2.777 -0.550 -2.465  C67 1.355, H74 0.994
69 O 0.312 -1.651 -4.806  C66 1.434, H75 0.927
70 H 0.649 -1.642 -2.692  C66 1.119
71 H 1.549 -2.847 -3.424  C66 1.148
72 H 1.446 0.528 -3.775  C67 1.218
73 H 2.828 -0.553 -4.457  C67 1.088
74 H 2.083 -0.274 -1.809  O68 0.994
75 H -0.375 -1.041 -4.685  O69 0.927
76 C 3.269 0.078 3.691  C77 1.539, O79 1.515, H80 0.973, H81 1.081
77 C 2.942 0.558 2.266  C76 1.539, O78 1.498, H82 1.162, H83 1.162
78 O 3.491 -0.362 1.219  C77 1.498, H84 0.913
79 O 2.291 0.619 4.714  C76 1.515, H85 1.158
80 H 4.213 0.146 3.916  C76 0.973
81 H 3.314 -0.953 4.012  C76 1.081
82 H 3.494 1.579 2.219  C77 1.162
83 H 1.879 0.860 1.906  C77 1.162
84 H 2.804 -0.292 0.622  O78 0.913
85 H 1.240 0.353 4.307  O79 1.158
86 C -1.051 -2.564 3.772  C87 1.458, O89 1.438, H90 1.037, H91 1.010
87 C 0.126 -1.707 3.857  C86 1.458, O88 1.392, H92 1.142, H93 1.186
88 O -0.158 -0.356 3.675  C87 1.392, H94 0.934
89 O -0.738 -3.960 3.915  C86 1.438, H95 1.042
90 H -1.508 -2.559 2.841  C86 1.037
91 H -1.719 -2.318 4.489  C86 1.010
92 H 0.918 -1.886 3.054  C87 1.142
93 H 0.580 -1.789 4.950  C87 1.186
94 H -0.222 -0.257 2.748  O88 0.934
95 H -0.381 -4.162 2.957  O89 1.042
96 C -0.195 4.453 3.801  C97 1.516, O99 1.403, H100 1.074, H101 1.047
97 C 0.410 3.108 3.448  C96 1.516, O98 1.465, H102 1.043, H103 1.230
98 O 0.035 2.723 2.085  C97 1.465, H104 0.832
99 O 0.088 4.793 5.132  C96 1.403, H105 0.906
100 H -1.257 4.290 3.804  C96 1.074
101 H 0.124 5.086 3.030  C96 1.047
102 H 0.053 2.387 4.112  C97 1.043
103 H 1.605 3.369 3.319  C97 1.230
104 H 0.220 1.943 1.864  O98 0.832
105 H -0.403 4.383 5.773  O99 0.906

Mulliken atomic charge list, values in e, 6 entries: -0.611, 0.210, 0.090, -0.114, -0.622, -0.413